No. 1
Below is C23H64N12O12Zn as an isolated structure, with properties calculated with ωB97M-V/def2-TZVPD.

Each line ends with the Löwdin spin population.
Atoms and positions in Å:
Zn 0.413 2.821 0.271  0.067
C 0.359 0.582 0.335  0.460
O -0.178 1.168 1.293  0.081
O 1.521 0.962 0.251  0.129
O -0.288 1.155 -0.581  0.084
C -3.898 1.186 1.326  0.000
O -5.112 1.270 1.566  0.000
N -2.982 1.378 2.149  0.002
N -3.473 0.677 0.178  0.000
H -3.201 1.454 3.132  0.000
H -2.017 1.272 1.870  0.002
H -4.192 0.466 -0.499  0.000
H -2.475 0.607 0.034  0.001
C 0.018 2.430 4.802  0.001
O 0.113 3.269 5.649  0.001
N -0.772 1.417 4.819  0.000
N 0.768 2.398 3.760  0.004
H -1.372 1.155 5.588  0.000
H -0.667 0.716 4.099  0.000
H 1.397 3.173 3.605  0.001
H 0.517 1.810 2.977  0.003
C -1.560 4.015 -1.782  0.004
O -0.602 4.093 -1.043  0.026
N -1.709 4.756 -2.865  0.001
N -2.523 3.221 -1.566  0.002
H -1.059 5.469 -3.163  0.000
H -2.348 4.437 -3.579  0.000
H -3.287 3.160 -2.224  0.000
H -2.382 2.543 -0.831  0.003
C 4.674 0.836 2.013  0.000
O 5.646 0.761 2.784  0.000
N 3.549 1.332 2.348  0.000
N 4.640 0.365 0.814  0.000
H 3.421 1.770 3.249  0.000
H 2.809 1.130 1.691  0.001
H 5.527 0.197 0.362  0.000
H 3.829 0.530 0.234  -0.001
C 2.267 -6.221 -0.540  0.000
O 1.137 -5.503 -0.975  0.000
C 1.376 -4.131 -0.906  0.000
C 0.174 -3.299 -1.119  0.004
N -0.646 -3.136 0.110  0.004
C -1.705 -2.183 -0.099  0.012
C -2.879 -2.741 -0.830  0.001
O -3.480 -3.749 -0.117  0.000
C -4.282 -4.546 -0.984  0.000
H 3.096 -6.167 -1.246  0.000
H 2.041 -7.281 -0.654  0.000
H 2.667 -5.960 0.439  0.000
H 2.043 -3.868 -1.727  0.000
H 1.734 -3.800 0.069  0.000
H -0.399 -3.690 -1.960  0.000
H 0.567 -2.377 -1.549  0.003
H -0.967 -4.058 0.370  0.000
H -1.447 -1.270 -0.637  0.009
H -2.064 -1.910 0.893  0.001
H -2.633 -2.932 -1.874  0.000
H -3.533 -1.884 -0.990  0.000
H -3.765 -4.845 -1.896  0.000
H -5.119 -3.936 -1.322  0.000
H -4.734 -5.364 -0.423  0.000
C 0.265 -2.319 4.984  0.000
C 0.510 -1.601 3.629  0.001
C 1.468 -2.303 2.626  0.004
O 2.648 -2.655 3.350  0.001
C 3.643 -3.222 2.514  0.000
N -0.727 -1.313 2.981  0.007
H -0.627 -2.947 4.986  0.000
H 0.239 -1.552 5.758  0.000
H 1.086 -2.988 5.240  0.000
H 0.803 -0.573 3.846  0.000
H 1.771 -1.564 1.883  0.005
H 0.858 -3.076 2.159  0.000
H 4.654 -3.059 2.887  0.000
H 3.756 -2.709 1.559  0.000
H 3.437 -4.272 2.309  0.000
H -0.522 -0.646 2.250  0.008
H -1.089 -2.146 2.539  0.000
C -1.170 -0.026 -5.554  0.000
C -1.441 0.358 -4.072  0.000
C -2.774 -0.175 -3.515  0.000
O -3.904 0.476 -4.220  0.000
C -5.206 -0.012 -3.808  0.000
N -0.328 -0.115 -3.300  0.000
H -1.976 0.313 -6.204  0.000
H -1.119 -1.092 -5.778  0.000
H -0.294 0.529 -5.890  0.000
H -1.468 1.442 -3.962  0.000
H -2.677 -0.044 -2.438  0.000
H -2.807 -1.250 -3.695  0.000
H -5.340 0.265 -2.762  0.000
H -5.214 -1.100 -3.885  0.000
H -6.048 0.396 -4.367  0.000
H -0.438 0.119 -2.324  0.001
H 0.535 0.376 -3.484  0.000
C 3.912 5.130 0.644  0.002
C 2.744 4.356 0.028  0.003
C 2.975 3.407 -1.203  0.003
O 1.642 3.052 -1.696  0.013
C 1.773 2.294 -2.901  0.002
N 2.049 3.676 1.056  0.037
H 4.237 5.854 -0.103  0.001
H 4.659 4.416 0.991  0.000
H 3.553 5.716 1.491  0.000
H 2.152 5.155 -0.419  0.001
H 3.471 2.561 -0.727  0.001
H 3.597 3.875 -1.966  0.000
H 0.879 2.239 -3.522  0.000
H 2.262 1.364 -2.611  0.000
H 2.449 2.723 -3.642  0.000
H 2.757 3.128 1.523  0.001
H 1.831 4.412 1.713  0.002

<S²>: 0.755
Multiplicity: 2
Charge: -1
HOMO (spin up / spin down), eV: -2.3 / -3.7
Frontier orbital gap (spin up / spin down), eV: 4.0 / 5.4
M, g/mol: 766.23

No. 2
Below is C23H20BrN5O5PtS as an isolated structure, with properties calculated with ωB97M-V/def2-TZVPD.

Each line ends with the Mulliken charge.
Atoms and positions in Å:
Pt 0.304 -0.147 -0.306  1.596
C -6.682 0.553 0.228  -1.421
C -5.285 0.264 0.687  0.791
C -4.468 -0.630 -0.009  -0.895
C -3.189 -0.921 0.430  -0.561
C -2.725 -0.292 1.584  0.618
C -3.515 0.605 2.302  -0.616
C -4.788 0.876 1.843  -0.751
S -1.142 -0.663 2.173  1.174
O -0.623 -1.815 1.470  -0.670
O -1.007 -0.444 3.565  -0.643
N -0.118 0.547 1.361  0.022
C 0.744 1.499 1.922  1.027
C 0.776 2.010 3.199  -0.585
C 1.724 3.012 3.498  -0.993
C 2.603 3.484 2.559  -0.791
C 2.590 2.963 1.235  0.549
C 3.465 3.327 0.196  -0.461
C 3.372 2.709 -1.033  -0.947
C 2.416 1.719 -1.244  -0.100
N 1.584 1.370 -0.266  -0.221
C 1.653 1.967 0.957  0.068
H -6.944 -0.025 -0.655  0.366
H -6.799 1.613 -0.002  0.346
H -7.396 0.316 1.018  0.375
H -4.855 -1.132 -0.887  0.402
H -2.583 -1.659 -0.081  0.663
H -3.147 1.053 3.216  0.484
H -5.421 1.555 2.400  0.458
H 0.099 1.655 3.963  0.539
H 1.753 3.406 4.504  0.435
H 3.326 4.246 2.818  0.472
H 4.217 4.088 0.367  0.504
H 4.041 2.963 -1.842  0.442
H 2.321 1.190 -2.183  0.532
N -1.765 1.669 -2.123  -0.309
C -1.046 0.799 -2.850  0.872
N -0.990 0.938 -4.173  -0.421
O -0.394 -0.155 -2.323  -0.617
H -2.311 2.390 -2.564  0.248
H -1.992 1.435 -1.170  0.036
H -1.608 1.551 -4.679  0.207
H -0.467 0.253 -4.695  0.266
Br 6.325 -5.500 -0.221  -0.120
C 4.703 -4.843 -0.899  -0.042
C 4.024 -5.553 -1.891  -0.136
N 2.873 -5.146 -2.412  -0.590
C 2.348 -4.013 -1.969  -0.264
C 2.958 -3.240 -0.985  0.194
C 4.164 -3.665 -0.433  -0.422
C 2.366 -1.986 -0.496  0.631
O 1.212 -1.639 -1.140  -0.650
O 2.808 -1.282 0.379  -0.594
H 4.435 -6.481 -2.269  0.401
H 1.408 -3.708 -2.411  0.512
H 4.650 -3.084 0.339  0.590

Charge: +2
HOMO (spin up / spin down), eV: -13.3 / -13.3
Frontier orbital gap (spin up / spin down), eV: 4.4 / 4.4
M, g/mol: 753.49
Relative energy (zero: lowest compared OMol25 entry of this formula, charge and spin), kcal/mol: 37.5

No. 3
Below is C28H19ClIIrN2OS4 as an isolated structure, with properties calculated with ωB97M-V/def2-TZVPD.

Each line ends with the Löwdin spin population.
Atoms and positions in Å:
Ir -0.618 0.044 0.393  0.311
S -2.620 -0.870 -0.283  0.024
C -2.025 -1.739 -1.720  0.003
C -2.609 -2.939 -2.115  0.001
C -2.114 -3.629 -3.212  0.000
C -1.037 -3.133 -3.934  0.001
C -0.467 -1.919 -3.582  -0.001
C -0.958 -1.236 -2.482  0.001
S -0.533 0.412 -2.001  -0.005
C 1.196 0.862 -2.431  0.001
C 1.391 2.232 -1.775  0.001
C 2.301 3.219 -2.115  0.000
C 2.295 4.377 -1.337  0.000
C 1.415 4.523 -0.268  0.001
C 0.539 3.475 -0.020  0.001
C -0.470 3.360 1.113  0.006
S -1.726 2.113 0.597  0.002
C -2.646 1.796 2.091  0.040
C -3.761 2.566 2.373  -0.002
C -4.472 2.339 3.547  0.057
C -4.069 1.339 4.425  -0.007
C -2.968 0.555 4.136  0.051
C -2.250 0.771 2.956  0.036
S -0.862 -0.220 2.607  0.449
N 0.554 2.411 -0.784  0.009
H -3.438 -3.337 -1.545  0.000
H -2.570 -4.568 -3.500  0.000
H -0.650 -3.682 -4.782  0.000
H 0.348 -1.509 -4.166  0.000
H 1.309 0.918 -3.514  0.000
H 1.881 0.117 -2.022  0.000
H 2.993 3.103 -2.939  0.000
H 2.992 5.172 -1.565  0.000
H 1.421 5.417 0.342  0.000
H -0.986 4.299 1.308  0.000
H 0.000 2.998 2.029  0.001
H -4.073 3.332 1.676  -0.001
H -5.345 2.938 3.769  0.003
H -4.625 1.160 5.334  -0.001
H -2.665 -0.237 4.809  0.001
Cl 5.165 -3.782 0.389  0.000
C 4.034 -2.474 0.487  0.001
C 4.485 -1.193 0.661  0.000
C 3.591 -0.113 0.769  0.001
I 4.298 1.813 1.089  0.000
C 2.223 -0.308 0.690  0.001
O 1.334 0.635 0.818  0.013
C 1.774 -1.639 0.458  0.001
N 0.419 -1.786 0.360  0.000
C -0.102 -2.994 0.326  0.000
C 0.701 -4.144 0.291  0.000
C 2.062 -4.022 0.297  -0.001
C 2.648 -2.740 0.399  0.000
H 5.549 -1.012 0.730  0.000
H -1.181 -3.063 0.322  0.001
H 0.224 -5.113 0.253  0.000
H 2.699 -4.895 0.251  0.000

<S²>: 0.762
Multiplicity: 2
Charge: +1
HOMO (spin up / spin down), eV: -10.2 / -10.2
Frontier orbital gap (spin up / spin down), eV: 7.3 / 4.6
M, g/mol: 882.32
Relative energy (zero: lowest compared OMol25 entry of this formula, charge and spin), kcal/mol: 0.0

What did the third record say?
Below is C28H19ClIIrN2OS4 as an isolated structure, with properties calculated with ωB97M-V/def2-TZVPD.

Each line ends with the Löwdin spin population.
Atoms and positions in Å:
Ir -0.618 0.044 0.393  0.311
S -2.620 -0.870 -0.283  0.024
C -2.025 -1.739 -1.720  0.003
C -2.609 -2.939 -2.115  0.001
C -2.114 -3.629 -3.212  0.000
C -1.037 -3.133 -3.934  0.001
C -0.467 -1.919 -3.582  -0.001
C -0.958 -1.236 -2.482  0.001
S -0.533 0.412 -2.001  -0.005
C 1.196 0.862 -2.431  0.001
C 1.391 2.232 -1.775  0.001
C 2.301 3.219 -2.115  0.000
C 2.295 4.377 -1.337  0.000
C 1.415 4.523 -0.268  0.001
C 0.539 3.475 -0.020  0.001
C -0.470 3.360 1.113  0.006
S -1.726 2.113 0.597  0.002
C -2.646 1.796 2.091  0.040
C -3.761 2.566 2.373  -0.002
C -4.472 2.339 3.547  0.057
C -4.069 1.339 4.425  -0.007
C -2.968 0.555 4.136  0.051
C -2.250 0.771 2.956  0.036
S -0.862 -0.220 2.607  0.449
N 0.554 2.411 -0.784  0.009
H -3.438 -3.337 -1.545  0.000
H -2.570 -4.568 -3.500  0.000
H -0.650 -3.682 -4.782  0.000
H 0.348 -1.509 -4.166  0.000
H 1.309 0.918 -3.514  0.000
H 1.881 0.117 -2.022  0.000
H 2.993 3.103 -2.939  0.000
H 2.992 5.172 -1.565  0.000
H 1.421 5.417 0.342  0.000
H -0.986 4.299 1.308  0.000
H 0.000 2.998 2.029  0.001
H -4.073 3.332 1.676  -0.001
H -5.345 2.938 3.769  0.003
H -4.625 1.160 5.334  -0.001
H -2.665 -0.237 4.809  0.001
Cl 5.165 -3.782 0.389  0.000
C 4.034 -2.474 0.487  0.001
C 4.485 -1.193 0.661  0.000
C 3.591 -0.113 0.769  0.001
I 4.298 1.813 1.089  0.000
C 2.223 -0.308 0.690  0.001
O 1.334 0.635 0.818  0.013
C 1.774 -1.639 0.458  0.001
N 0.419 -1.786 0.360  0.000
C -0.102 -2.994 0.326  0.000
C 0.701 -4.144 0.291  0.000
C 2.062 -4.022 0.297  -0.001
C 2.648 -2.740 0.399  0.000
H 5.549 -1.012 0.730  0.000
H -1.181 -3.063 0.322  0.001
H 0.224 -5.113 0.253  0.000
H 2.699 -4.895 0.251  0.000

<S²>: 0.762
Multiplicity: 2
Charge: +1
HOMO (spin up / spin down), eV: -10.2 / -10.2
Frontier orbital gap (spin up / spin down), eV: 7.3 / 4.6
M, g/mol: 882.32
Relative energy (zero: lowest compared OMol25 entry of this formula, charge and spin), kcal/mol: 0.0